[1]
Molecular formula: F8Li3N4O16S8
Method: DFT, ωB97M-V/def2-TZVPD

Computed properties:
ΔE to the lowest compared entry with this formula, charge and spin: 143.7 kcal per mole
orbital gap: 8.76 eV
strongest force on any atom: 11.98 eV/A
net charge: -1
HOMO level: -8.218 eV
calculated total energy: -147757.1365 eV
lowest unoccupied orbital energy: 0.54 eV

Atoms and positions in Å:
Li 2.179 2.974 0.328
Li 0.263 0.841 -0.396
Li 0.491 -1.819 0.399
N -3.238 -1.471 0.585
S -2.565 -2.034 -0.879
O -1.169 -2.363 -0.837
O -3.123 -1.797 -2.181
F -3.204 -3.452 -0.658
S -3.019 -0.059 0.182
O -4.085 0.654 -0.545
O -1.549 0.317 0.008
F -3.289 0.655 1.656
N 1.502 -0.631 -0.749
S 3.125 -0.223 -0.329
O 3.262 1.215 -0.083
O 4.233 -1.126 -0.701
F 3.063 -0.915 1.150
S 1.748 -1.174 -2.151
O 1.734 -2.668 -2.346
O 2.564 -0.430 -3.102
F 0.281 -0.686 -2.727
N -0.487 -1.855 2.226
S 0.227 -0.355 2.825
O 0.525 0.561 1.697
O 1.053 -0.281 4.006
F -1.192 0.213 3.257
S 0.246 -2.824 3.294
O -0.277 -2.769 4.666
O 1.668 -3.059 2.962
F -0.641 -4.067 2.733
N 0.695 2.702 -0.893
S 0.601 2.839 -2.434
O 0.742 4.078 -3.110
O -0.277 1.855 -3.025
F 2.097 2.264 -2.793
S -0.739 3.596 -0.772
O -1.961 2.932 -1.137
O -0.565 5.026 -0.885
F -0.918 3.333 0.758



[2]
Molecular formula: C18H20N2O
Method: DFT, ωB97M-V/def2-TZVPD

Computed properties:
ΔE to the lowest compared entry with this formula, charge and spin: 6.2 kcal per mole
orbital gap: 9.07 eV
strongest force on any atom: 0.75 eV/A
net charge: 0
HOMO level: -8.358 eV
calculated total energy: -24019.2651 eV
SMILES: C[C@H](O)c1nc2ccccc2n1CCCc1ccccc1
lowest unoccupied orbital energy: 0.71 eV

Atoms and positions in Å:
C 3.076 2.211 -0.180
C 2.716 0.764 -0.492
O 3.495 0.239 -1.556
C 1.252 0.645 -0.804
N 0.461 1.668 -0.960
C -0.768 1.146 -1.267
C -1.978 1.782 -1.513
C -3.066 0.991 -1.812
C -2.961 -0.400 -1.885
C -1.769 -1.050 -1.644
C -0.674 -0.264 -1.317
N 0.631 -0.558 -1.010
C 1.205 -1.873 -0.897
C 0.629 -2.689 0.266
C 0.737 -1.995 1.630
C -0.207 -0.831 1.778
C -1.578 -1.012 1.636
C -2.448 0.057 1.738
C -1.961 1.327 1.994
C -0.602 1.515 2.169
C 0.266 0.442 2.066
H 4.145 2.294 0.002
H 2.530 2.546 0.695
H 2.797 2.848 -1.015
H 2.964 0.127 0.366
H 3.395 0.825 -2.315
H -2.050 2.856 -1.466
H -4.024 1.451 -2.003
H -3.837 -0.979 -2.137
H -1.698 -2.125 -1.716
H 1.022 -2.415 -1.833
H 2.284 -1.759 -0.782
H -0.418 -2.916 0.066
H 1.175 -3.635 0.301
H 0.504 -2.734 2.402
H 1.764 -1.663 1.790
H -1.973 -2.000 1.444
H -3.509 -0.101 1.612
H -2.638 2.165 2.061
H -0.213 2.500 2.378
H 1.326 0.599 2.208



[3]
Molecular formula: C2H2O4S
Method: DFT, ωB97M-V/def2-TZVPD

Computed properties:
ΔE to the lowest compared entry with this formula, charge and spin: 36.0 kcal per mole
orbital gap: 10.42 eV
strongest force on any atom: 5.05 eV/A
net charge: 0
HOMO level: -11.085 eV
calculated total energy: -21128.6570 eV
lowest unoccupied orbital energy: -0.67 eV

Atoms and positions in Å:
C 0.984 0.659 0.091
C 2.076 0.023 -0.093
O -2.361 0.027 1.306
O -2.373 0.591 -1.034
O -0.168 1.047 0.293
O -1.168 -1.442 -0.297
S -1.801 -0.161 0.031
H 2.462 -0.226 -1.094
H 2.349 -0.520 0.798



[4]
Molecular formula: C2HNO4
Method: DFT, ωB97M-V/def2-TZVPD

Computed properties:
ΔE to the lowest compared entry with this formula, charge and spin: 16.2 kcal per mole
orbital gap: 10.74 eV
strongest force on any atom: 5.23 eV/A
net charge: 0
HOMO level: -10.583 eV
calculated total energy: -11768.5755 eV
SMILES: O=c1[nH]oc(=O)o1
lowest unoccupied orbital energy: 0.16 eV

Atoms and positions in Å:
O -2.100 -0.832 -0.031
C -1.002 -0.385 -0.061
N -0.527 0.856 -0.139
O 0.798 0.892 0.063
C 1.262 -0.464 0.001
O 2.397 -0.689 -0.096
O 0.193 -1.218 0.061
H -1.021 1.841 0.202



[5]
Molecular formula: C8H6N2O2
Method: DFT, ωB97M-V/def2-TZVPD

Computed properties:
ΔE to the lowest compared entry with this formula, charge and spin: 125.3 kcal per mole
orbital gap: 6.85 eV
strongest force on any atom: 5.92 eV/A
net charge: 0
HOMO level: -9.176 eV
calculated total energy: -15463.7601 eV
SMILES: O=C1N=NC(=O)[C@@H]2C=CC=C[C@@H]12
lowest unoccupied orbital energy: -2.32 eV

Atoms and positions in Å:
O -3.112 0.805 -0.247
C -1.958 1.146 0.010
N -1.766 2.379 0.643
N -0.550 2.812 0.678
C 0.647 2.067 0.408
O 1.657 2.629 -0.035
C 0.472 0.519 0.394
C 1.703 -0.332 -0.009
C 1.474 -1.680 -0.023
C 0.131 -2.192 -0.141
C -1.024 -1.442 -0.342
C -0.801 0.091 -0.460
H 0.319 0.273 1.404
H 2.761 0.062 -0.011
H 2.481 -2.202 -0.098
H 0.155 -3.306 -0.204
H -1.917 -1.992 -0.460
H -0.672 0.363 -1.508



[6]
Molecular formula: C4H6LuO3
Method: DFT, ωB97M-V/def2-TZVPD

Computed properties:
ΔE to the lowest compared entry with this formula, charge and spin: 40.2 kcal per mole
orbital gap: 6.88 eV
strongest force on any atom: 4.47 eV/A
net charge: +3
HOMO level: -22.260 eV
calculated total energy: -43971.6389 eV
lowest unoccupied orbital energy: -15.38 eV

Atoms and positions in Å:
O 1.322 0.753 -0.212
Lu 3.639 0.603 -0.217
O 2.217 -1.219 0.071
C 1.213 -0.519 -0.197
O 0.021 -1.044 -0.387
C -0.183 -2.454 -0.164
H -1.244 -2.629 -0.360
H 0.438 -3.021 -0.864
H 0.064 -2.700 0.873
C -0.951 2.453 -0.147
C -1.514 2.307 0.942
H -0.816 2.764 -1.178
H -1.959 1.742 1.753
H -2.247 2.964 0.087



[7]
Molecular formula: C25H29BCl3GeN6OPPt
Method: DFT, ωB97M-V/def2-TZVPD

Computed properties:
2S+1: 2
ΔE to the lowest compared entry with this formula, charge and spin: 86.7 kcal per mole
orbital gap (spin up / spin down): 3.96 / 3.97 eV
strongest force on any atom: 4.92 eV/A
net charge: +3
HOMO level (spin up / spin down): -17.169 / -17.158 eV
calculated total energy: -144653.2601 eV
lowest unoccupied orbital energy (spin up / spin down): -13.21 / -13.19 eV

Atoms and positions in Å:
Pt -0.765 -0.312 -0.042
C -0.542 -0.889 4.349
C 0.065 -0.755 3.102
N -0.877 -0.548 2.183
N -2.069 -0.531 2.790
C -1.900 -0.739 4.098
B -3.393 -0.430 2.015
N -3.432 0.831 1.126
C -4.391 1.759 1.092
C -4.172 2.585 -0.009
C -3.030 2.064 -0.616
N -2.600 1.020 0.086
N -3.397 -1.614 1.029
C -4.204 -2.666 1.009
C -3.880 -3.447 -0.104
C -2.828 -2.753 -0.724
N -2.551 -1.673 -0.019
H -0.069 -1.068 5.293
H 1.105 -0.786 2.837
H -2.728 -0.781 4.778
H -4.311 -0.455 2.744
H -5.179 1.783 1.818
H -4.756 3.429 -0.323
H -2.546 2.374 -1.522
H -4.960 -2.813 1.755
H -4.341 -4.360 -0.421
H -2.311 -2.994 -1.633
C -0.058 3.617 -0.493
P 0.403 2.152 0.497
C 0.176 2.734 2.216
C 2.177 1.899 0.235
C 2.977 1.447 1.289
C 4.344 1.358 1.120
C 4.912 1.653 -0.116
C 4.111 2.062 -1.178
C 2.742 2.162 -1.018
H -0.094 3.399 -1.558
H 0.675 4.409 -0.314
H -1.034 3.967 -0.167
H 0.891 3.533 2.421
H 0.305 1.948 2.954
H -0.829 3.142 2.321
H 2.529 1.212 2.244
H 4.970 1.062 1.947
H 5.976 1.531 -0.258
H 4.562 2.315 -2.126
H 2.126 2.471 -1.852
C 3.461 -1.898 -0.883
C 2.151 -1.219 -1.101
O 1.469 -0.944 -0.098
C 1.695 -0.930 -2.458
C 0.369 -0.532 -2.690
C -0.112 -0.315 -3.959
C 0.732 -0.488 -5.055
C 2.047 -0.880 -4.853
C 2.530 -1.093 -3.574
H 3.584 -2.119 0.176
H 4.290 -1.274 -1.210
H 3.501 -2.828 -1.449
H -0.353 -0.442 -1.823
H -1.142 -0.031 -4.114
H 0.359 -0.321 -6.056
H 2.704 -1.024 -5.697
H 3.559 -1.390 -3.444
Cl 0.339 -3.645 -1.109
Ge 0.533 -3.557 1.102
Cl -1.482 -4.292 1.751
Cl 1.969 -5.082 1.691